Record 1
Formula: C23H50Cl4N4
Source: the Open Molecules 2025 dataset
Level of theory: ωB97M-V/def2-TZVPD

- 2S+1 = 1
- LUMO energy (eV) = 0.1
- E (eV) = -80710.190
- relative energy (zero: lowest compared OMol25 entry of this formula, charge and spin) (eV) = 0.4748
- charge = 0
- orbital gap (eV) = 8.38
- structure (SMILES) = ClC(Cl)(Cl)Cl.c1cc[nH]c1.CCN(CC)CC.CCN(CC)CC.CCN(CC)CC

The geometry in XYZ format:
```
81
Properties=species:S:1:pos:R:3:forces:R:3
Cl -0.053698 1.083529 1.327736 0.2 0.1 -0.1
C 1.186514 -0.157941 1.585237 -0.1 0.0 -0.1
Cl 1.860283 0.010379 3.207279 0.0 0.0 -0.1
Cl 0.403068 -1.733477 1.406287 0.2 0.0 0.1
Cl 2.482372 0.000176 0.385790 -0.2 0.0 0.2
C -0.729063 3.932335 5.581555 0.6 0.2 -0.8
C -1.425611 3.809190 6.787725 -0.7 -0.9 0.7
C -1.979443 2.543697 6.803525 0.2 0.2 0.0
N -1.610124 1.917819 5.654128 -0.1 0.0 -0.5
C -0.856336 2.753680 4.866602 -0.4 0.5 0.8
H -0.149142 4.796771 5.296084 -0.1 -0.1 -0.2
H -1.526936 4.499350 7.607512 0.1 0.2 -0.1
H -2.600275 2.031033 7.518928 0.1 0.1 0.1
H -1.907201 0.996696 5.392436 0.0 0.0 -0.1
H -0.581947 2.485424 3.864266 0.3 -0.1 0.0
C -1.541322 -2.918767 -4.822963 0.3 -0.4 0.2
C -1.102693 -3.879168 -3.711699 0.3 0.5 0.1
N -1.218874 -3.326109 -2.360805 -0.6 0.1 -0.6
C -0.782104 -1.945847 -2.226876 0.4 0.6 0.8
C 0.739324 -1.747692 -2.306196 -0.7 -0.8 -0.3
C -0.653186 -4.209331 -1.372604 -0.5 -0.1 0.9
C -1.383054 -5.534252 -1.182213 0.2 -0.3 0.7
H -1.685234 -3.530973 -5.713431 -0.1 0.2 -0.1
H -0.782746 -2.169717 -5.049638 0.0 0.0 0.0
H -2.461943 -2.396865 -4.568189 -0.1 -0.1 0.0
H -1.707023 -4.782828 -3.790167 0.0 0.0 0.2
H -0.052998 -4.175742 -3.877315 0.0 -0.1 -0.3
H -1.256247 -1.268298 -2.937542 -0.1 -0.4 -0.4
H -1.150165 -1.539225 -1.276336 0.1 -0.4 0.2
H 1.037950 -2.214931 -3.247959 0.4 0.4 -0.1
H 0.994961 -0.692999 -2.247005 0.2 0.0 -0.1
H 1.242752 -2.314759 -1.523013 0.1 0.2 0.1
H -0.728894 -3.695460 -0.408020 0.2 0.1 -0.1
H 0.411607 -4.461783 -1.504649 0.1 0.2 -0.3
H -0.891736 -6.039410 -0.341707 0.3 -0.2 -0.3
H -1.315252 -6.180696 -2.055217 -0.2 0.0 0.0
H -2.403472 -5.454295 -0.802442 -0.2 0.3 -0.6
C -3.074839 6.545266 3.469483 -0.1 0.2 0.5
C -4.343913 5.671872 3.486896 0.7 0.2 0.6
N -4.534623 4.881261 2.277523 -0.2 0.4 0.3
C -3.508461 3.849356 2.226853 -0.1 0.2 -0.5
C -3.516427 3.026364 0.946449 0.0 -0.5 0.8
C -5.899123 4.378936 2.250589 -0.5 0.2 -0.8
C -6.895945 5.464828 1.808460 0.2 -0.4 0.4
H -2.595877 6.603269 2.494454 -0.1 -0.1 -0.1
H -2.348787 6.209596 4.211894 0.1 -0.2 -0.2
H -3.340125 7.558047 3.780456 0.1 0.1 -0.2
H -4.283370 5.011043 4.370409 0.0 -0.2 -0.1
H -5.178275 6.326063 3.736130 -0.3 -0.1 -0.6
H -2.526969 4.330338 2.231386 -0.1 0.1 0.5
H -3.592184 3.197336 3.110951 0.2 -0.1 0.0
H -4.443093 2.458861 0.860404 0.0 0.1 -0.4
H -3.299216 3.617522 0.061297 -0.2 0.1 0.0
H -2.724768 2.286035 1.088324 0.0 -0.1 -0.3
H -6.219265 3.927921 3.201233 0.1 0.1 0.2
H -6.006772 3.590242 1.503818 0.3 0.0 0.1
H -6.601967 5.893448 0.852665 0.1 0.0 0.0
H -6.966300 6.269954 2.538579 -0.1 0.0 0.0
H -7.875272 4.995987 1.700683 -0.1 0.2 0.0
C 5.688303 -3.199950 -0.561389 -0.6 -0.2 0.2
C 4.853388 -3.510012 -1.827449 0.6 -0.5 0.8
N 5.433729 -3.087980 -3.084127 -0.1 0.6 -0.6
C 6.738388 -3.677955 -3.365420 -0.8 -0.7 -0.4
C 7.171363 -3.426551 -4.811028 0.1 0.4 0.4
C 5.394764 -1.626454 -3.249265 0.0 -0.5 0.7
C 3.942458 -1.133089 -3.220925 0.7 0.8 -0.9
H 5.856502 -2.142646 -0.353831 0.2 0.1 -0.3
H 6.627177 -3.749199 -0.586056 0.1 0.2 0.1
H 5.126252 -3.553360 0.309663 0.1 -0.1 -0.1
H 4.744949 -4.599455 -1.841350 0.0 0.0 -0.2
H 3.839018 -3.141222 -1.683884 0.0 0.3 -0.3
H 7.478377 -3.446646 -2.592337 0.3 0.3 -0.3
H 6.595153 -4.764116 -3.322188 0.0 0.0 0.3
H 7.416571 -2.381232 -5.000130 0.3 -0.1 0.0
H 8.027170 -4.057906 -5.042681 0.1 0.1 -0.1
H 6.349223 -3.671219 -5.482762 0.0 -0.2 0.0
H 5.884717 -1.316567 -4.169549 -0.2 -0.4 -0.2
H 6.008470 -1.157321 -2.463495 -0.2 0.2 0.1
H 3.867937 -0.324556 -3.956454 -0.1 0.1 0.2
H 3.634651 -0.714235 -2.266143 -0.2 -0.3 0.1
H 3.274898 -1.901387 -3.597245 -0.1 -0.2 0.3
```
Forces are in eV/Å.

Record 2
Formula: C23H50ClNO16S4Si2
Source: the Open Molecules 2025 dataset
Level of theory: ωB97M-V/def2-TZVPD

- 2S+1 = 1
- LUMO energy (eV) = 0.2
- E (eV) = -130531.456
- charge = 0
- orbital gap (eV) = 10.37

The geometry in XYZ format:
```
97
Properties=species:S:1:pos:R:3:forces:R:3
C -2.607751 -0.793721 -7.251530 -0.1 0.1 -0.1
C -1.194876 -1.327777 -7.344644 -0.6 0.3 -0.4
O -0.395695 -0.944507 -6.216633 0.6 -0.4 -0.2
C 0.023609 -1.965516 -5.427030 -0.5 -0.4 0.2
O -0.697188 -2.876612 -5.102130 0.2 0.1 -0.3
C 1.436479 -1.814677 -4.948950 -0.1 0.2 0.4
C 1.404009 -1.246228 -3.514070 0.6 -0.1 -0.3
C 2.676341 -0.468525 -3.149072 -0.7 0.4 0.2
Si 2.565453 0.156626 -1.371754 0.4 -0.4 -1.1
C 3.491916 1.786752 -1.248019 0.1 -0.3 0.5
C 4.860868 1.744007 -1.946187 0.0 0.3 -0.4
C 5.239092 3.122151 -2.545215 0.3 -0.7 0.2
C 6.705713 3.435086 -2.279676 -0.4 0.5 0.7
S 7.106195 5.084987 -2.902552 -0.5 -0.4 -1.2
O 8.222245 5.005110 -3.786139 0.6 0.0 0.5
O 5.917017 5.691125 -3.408948 -0.2 0.2 0.4
Cl 7.592056 6.130760 -1.217018 0.2 -0.1 0.0
O 0.936789 0.277011 -1.041798 0.8 0.8 0.4
Si 0.342392 1.212795 0.162002 -1.1 0.0 0.0
C 0.912168 0.798192 1.903848 -0.7 -0.8 -0.1
C 0.625197 -0.680014 2.190076 1.1 0.1 1.3
C 1.863481 -1.515963 2.353781 -1.5 -0.2 -2.4
O 0.948620 -1.535820 1.165433 0.0 0.1 -0.9
N 0.623556 2.940269 -0.134444 -0.1 -0.8 -0.1
C 1.226904 3.527313 0.731842 -0.5 -0.5 -0.8
O 1.801472 4.084801 1.555382 0.9 1.0 1.0
H -3.010844 -0.655675 -8.253593 -0.1 -0.1 -0.1
H -3.267088 -1.466298 -6.711601 0.0 0.0 0.2
H -2.610984 0.185940 -6.781556 0.0 0.1 0.1
H -0.713015 -0.895639 -8.219664 0.2 0.1 0.1
H -1.210761 -2.405144 -7.480902 0.2 -0.1 0.3
H 1.978630 -1.149039 -5.614180 0.1 0.1 0.0
H 1.900911 -2.796112 -4.956931 0.1 -0.1 0.0
H 1.269375 -2.055482 -2.799338 -0.3 -0.1 0.0
H 0.545107 -0.584744 -3.445681 -0.1 0.1 0.3
H 2.720783 0.404151 -3.807279 0.2 0.1 -0.1
H 3.582565 -1.046832 -3.320772 0.1 -0.2 0.0
H 3.257800 -0.831377 -0.514075 -0.2 0.0 0.2
H 2.894800 2.617904 -1.614958 -0.2 0.0 -0.2
H 3.688675 1.989369 -0.190717 -0.2 0.2 0.1
H 4.871363 1.037045 -2.774698 0.0 -0.2 0.0
H 5.626582 1.415258 -1.245808 0.0 -0.1 0.1
H 5.071753 3.094342 -3.616941 -0.3 0.3 -0.1
H 4.621886 3.880823 -2.079411 0.0 0.3 -0.2
H 6.858020 3.479157 -1.202989 0.2 -0.1 0.0
H 7.400023 2.719255 -2.705104 0.1 0.1 -0.2
H -1.118710 1.044456 0.134725 0.0 0.0 -0.1
H 0.253357 1.333388 2.589138 0.3 0.6 0.1
H 1.963597 0.971019 2.113340 0.0 0.5 0.1
H -0.221117 -0.912782 2.828972 -0.2 -0.1 -0.3
H 2.760340 -0.986650 2.063822 0.5 -0.3 0.4
H 1.821631 -2.580669 2.508071 0.6 0.1 1.7
O -4.116924 6.083873 4.294470 0.0 0.1 0.2
S -3.602797 4.828532 3.842541 0.0 -0.1 -0.4
O -2.885539 3.979842 4.742372 0.0 0.0 0.2
O -2.724807 5.074674 2.542699 0.0 -0.1 -0.1
C -1.650426 6.038124 2.619500 0.4 0.3 0.1
C -0.457629 5.525780 3.400297 -0.2 -0.1 0.3
C -4.881154 3.898551 3.072888 -0.1 0.0 -0.1
H -2.026803 6.974643 3.033500 -0.1 -0.1 0.1
H -1.368554 6.230510 1.586130 -0.2 -0.1 -0.1
H -0.703083 5.383571 4.451745 0.0 0.0 0.0
H 0.366461 6.235865 3.336616 0.0 0.0 -0.1
H -0.128145 4.567178 3.009796 0.1 0.0 0.0
H -5.407085 4.536767 2.368944 0.0 0.0 0.0
H -5.551704 3.567821 3.862587 0.0 0.0 0.0
H -4.438584 3.041738 2.572581 0.0 0.0 0.0
O -0.198293 -3.300987 3.876726 -0.1 0.2 0.1
S -0.793057 -4.573717 4.151946 0.1 -0.6 0.0
O -2.156698 -4.813140 3.801900 -0.1 0.1 -0.1
O -0.573528 -4.950496 5.675300 0.1 0.0 0.0
C -1.012331 -4.002990 6.676918 -0.2 0.4 0.4
C -2.518230 -3.977430 6.842674 -0.1 -0.1 -0.2
C 0.197884 -5.852180 3.463351 0.1 0.0 0.0
H -0.619251 -3.013704 6.437895 0.0 0.0 -0.1
H -0.538636 -4.327820 7.600477 0.1 -0.2 -0.1
H -3.011914 -3.600067 5.948698 0.0 0.0 0.0
H -2.787730 -3.331539 7.678194 0.1 0.0 0.0
H -2.900401 -4.980511 7.029810 0.0 0.0 0.1
H 1.233418 -5.692231 3.750560 0.0 0.0 0.0
H 0.087309 -5.790969 2.382747 0.0 0.0 0.0
H -0.167154 -6.809122 3.825083 0.0 0.0 0.0
O -4.727536 -1.386499 -1.713644 -0.1 0.2 0.1
S -4.730432 -2.736926 -1.240480 0.3 -0.3 -0.2
O -5.635102 -3.131355 -0.206135 -0.2 0.1 0.1
O -3.253227 -3.141018 -0.835308 0.0 -0.1 0.0
C -2.552786 -2.300318 0.109426 0.3 0.4 0.4
C -3.035791 -2.473421 1.536281 -0.3 -0.1 -0.1
C -4.891721 -3.843552 -2.597687 0.0 0.0 -0.1
H -2.620580 -1.260178 -0.214588 -0.1 0.0 -0.1
H -1.507468 -2.594859 0.033425 0.0 -0.1 -0.2
H -4.061278 -2.126656 1.659395 0.0 0.0 0.0
H -2.400488 -1.901759 2.213793 0.1 0.0 0.0
H -3.006899 -3.521081 1.827709 0.1 0.0 0.1
H -4.184564 -3.557682 -3.371412 0.0 0.0 0.0
H -5.912992 -3.753987 -2.960754 0.0 0.0 0.0
H -4.704492 -4.854564 -2.247392 0.0 0.0 0.0
```
Forces are in eV/Å.

Record 3
Formula: C23H50N3O2P2Zr
Source: the Open Molecules 2025 dataset
Level of theory: ωB97M-V/def2-TZVPD

- 2S+1 = 1
- LUMO energy (eV) = -11.5
- E (eV) = -53060.998
- charge = +3
- orbital gap (eV) = 6.10

The geometry in XYZ format:
```
81
Properties=species:S:1:pos:R:3:forces:R:3
Zr 0.032612 -0.246470 -0.554272 -4.0 -2.3 3.1
P -1.838778 0.808109 -2.042872 -1.0 0.5 0.0
P 1.515721 -2.365756 -0.081756 0.5 -0.9 0.8
N -1.451239 -1.736297 -0.389914 1.4 1.5 0.2
C -3.183494 -0.411731 -1.689684 0.1 -0.4 -0.3
H -4.116560 0.135293 -1.487528 0.3 -0.1 -0.2
H -3.335017 -1.009049 -2.600068 0.1 0.3 0.1
C -2.877758 -1.376758 -0.525406 -0.4 -0.4 0.5
H -3.315460 -0.956223 0.418505 0.5 -0.3 -0.5
H -3.409187 -2.338244 -0.685189 0.0 0.6 -0.1
C -1.227929 -2.943512 0.432645 -0.7 -0.2 0.3
H -2.011519 -3.664651 0.118614 0.5 0.1 0.3
H -1.414167 -2.769777 1.525773 0.1 0.1 -0.8
C 0.165801 -3.580976 0.261592 -0.2 -0.1 -0.5
H 0.124048 -4.278468 -0.587013 0.2 0.2 0.2
H 0.425791 -4.160653 1.160091 0.0 0.1 -0.3
C 2.266746 -2.042962 1.581834 -0.3 0.3 0.0
C 3.101776 -0.760106 1.562016 0.3 0.1 0.2
H 3.319512 -0.455843 2.597633 0.1 -0.1 -0.3
H 2.584310 0.090554 1.095419 0.0 -0.1 0.0
H 4.049729 -0.893873 1.021818 -0.3 0.1 0.3
C 2.737670 -3.069859 -1.222432 0.0 -0.1 -0.8
C 3.912789 -2.104279 -1.457146 0.2 -0.1 -0.1
H 4.489065 -2.451265 -2.330367 -0.2 0.1 0.4
H 4.594189 -2.049743 -0.594951 -0.2 -0.1 -0.4
H 3.565211 -1.088131 -1.694039 0.2 -0.3 0.1
C -1.701204 1.127707 -3.818713 0.2 -0.3 -0.7
C -0.636764 2.199240 -4.117252 0.0 0.1 -0.2
H -0.413882 2.187001 -5.196602 -0.1 0.1 0.4
H 0.310191 1.989655 -3.598291 -0.3 0.2 -0.1
H -0.969807 3.211804 -3.844217 0.1 -0.4 -0.2
C -2.333634 2.323874 -1.098747 0.2 -0.2 0.3
C -1.150762 3.277464 -0.897733 0.0 0.3 0.0
H -1.433821 4.043855 -0.159599 0.1 -0.1 -0.3
H -0.859131 3.776832 -1.832733 -0.1 -0.1 0.4
H -0.255183 2.782264 -0.496492 -0.1 0.0 -0.1
C 1.614169 0.617470 -1.825828 7.5 3.9 -6.2
C 3.168442 -4.507706 -0.897405 0.1 -0.1 0.0
H 3.790161 -4.570630 0.004743 -0.2 0.0 -0.3
H 2.300021 -5.165620 -0.770671 0.2 0.1 0.0
H 3.752311 -4.893461 -1.746422 -0.2 0.1 0.3
C -3.041916 1.363922 -4.529824 -0.1 0.1 -0.1
H -2.861697 1.359819 -5.615014 -0.1 0.0 0.3
H -3.755614 0.559829 -4.312325 0.1 0.2 -0.1
H -3.500362 2.323476 -4.259353 0.2 -0.3 -0.1
C -3.563115 3.057056 -1.637985 -0.2 0.3 0.0
H -3.870273 3.799640 -0.885867 0.1 -0.2 -0.2
H -3.346032 3.605670 -2.563634 0.0 -0.2 0.3
H -4.417333 2.391240 -1.806125 0.2 0.1 0.0
C 3.038999 -3.200921 2.220550 0.2 -0.1 0.2
H 4.012269 -3.366277 1.740693 -0.3 0.1 0.1
H 3.240447 -2.935064 3.269692 -0.1 -0.1 -0.3
H 2.478462 -4.142654 2.226759 0.1 0.2 0.0
H 1.375896 -1.862043 2.212267 0.1 0.0 -0.1
H -2.608496 1.914056 -0.109074 0.1 0.0 -0.2
H 2.171085 -3.114677 -2.170608 0.1 0.0 0.2
H -1.302629 0.170426 -4.200503 -0.1 0.2 0.1
O 2.468172 1.105835 -2.475747 -5.1 -2.8 4.0
H -0.448971 -2.189002 -3.325118 0.5 0.3 0.0
H 0.186598 -1.793688 -3.471257 -0.4 -0.3 0.1
C 1.810722 2.603460 1.346227 0.1 0.3 -0.3
N 0.907242 2.260821 2.448617 0.3 -0.7 -0.8
C 1.188055 2.718329 3.814801 0.0 0.2 0.4
C -0.153382 3.016561 4.435848 -0.2 0.6 0.3
C -0.964069 1.753146 4.530525 -0.2 0.2 0.7
N -0.904429 1.028005 3.262868 0.3 -0.1 -1.0
C -1.849747 -0.065752 3.089310 -0.4 -0.4 -0.1
C -0.047667 1.347109 2.286052 -0.3 0.1 1.2
O -0.126963 0.705309 1.148543 0.1 0.1 -0.2
H 1.585163 2.001655 0.444628 0.2 0.4 0.7
H 2.852517 2.411562 1.620582 -0.2 0.1 0.1
H 1.693318 3.657788 1.053105 0.1 -0.3 0.3
H 1.705812 1.925790 4.391943 -0.1 0.4 -0.4
H 1.808213 3.617769 3.796619 0.0 -0.2 -0.2
H -0.696417 3.752972 3.822714 0.3 -0.1 0.1
H -0.038322 3.457918 5.426066 0.0 -0.1 0.0
H -2.003601 2.038603 4.751820 0.2 -0.4 -0.2
H -0.608109 1.101004 5.348611 -0.2 0.1 -0.4
H -1.696506 -0.835579 3.855529 0.0 0.2 -0.1
H -2.880287 0.298376 3.177491 0.2 0.0 0.0
H -1.721997 -0.520568 2.103235 -0.1 0.1 0.3
```
Forces are in eV/Å.